C33H69ClN11O6P3S | ωB97M-V/def2-TZVPD

The geometry in ORCA input format:
```
! wB97M-V def2-TZVPD RIJCOSX def2/J DEFGRID3
* xyz 0 1
C 2.397 -4.148 4.204
C 2.646 -3.171 3.290
C 4.011 -2.517 3.045
C 4.827 -2.770 2.002
C 4.402 -3.811 0.919
Cl 2.883 -3.277 0.038
C 4.261 -5.274 1.494
C 5.229 -5.560 2.697
C 6.174 -2.016 1.814
O 6.703 -2.164 0.739
C 6.703 -1.129 2.938
C 8.087 -0.434 2.993
C 9.016 -0.664 1.758
S 8.725 0.488 0.361
C 7.007 0.963 0.362
N 6.308 1.776 1.142
N 5.038 1.800 0.679
C 4.962 0.995 -0.376
O 6.187 0.469 -0.611
C 5.865 -0.895 3.973
C 4.457 -1.470 4.096
O 3.725 -1.153 4.993
H 2.865 -4.212 5.206
H 1.624 -4.906 3.956
H 1.809 -2.763 2.681
H 5.168 -3.889 0.115
H 3.216 -5.421 1.861
H 4.437 -6.015 0.678
H 5.452 -6.655 2.741
H 6.202 -5.052 2.494
H 4.808 -5.241 3.674
H 8.625 -0.826 3.892
H 7.904 0.660 3.119
H 8.997 -1.730 1.429
H 10.069 -0.487 2.094
H 4.047 0.794 -0.955
H 6.196 -0.226 4.798
O -1.127 -5.120 3.097
P -1.985 -3.856 2.987
N -2.856 -4.165 4.435
C -4.106 -4.863 4.627
C -2.144 -3.945 5.685
N -2.742 -4.336 1.517
C -4.160 -4.482 1.245
C -2.038 -5.357 0.733
N -2.865 -2.299 2.863
C -1.926 -1.182 3.067
C -4.129 -1.942 3.479
H -4.765 -4.284 5.289
H -3.958 -5.845 5.095
H -4.660 -5.026 3.710
H -2.143 -2.877 5.941
H -1.105 -4.277 5.612
H -2.593 -4.486 6.519
H -4.588 -5.365 1.732
H -4.334 -4.608 0.172
H -4.739 -3.597 1.499
H -2.187 -6.358 1.153
H -0.970 -5.150 0.690
H -2.383 -5.369 -0.304
H -1.617 -1.106 4.116
H -2.364 -0.227 2.761
H -1.027 -1.328 2.457
H -4.036 -1.766 4.559
H -4.909 -2.682 3.325
H -4.501 -1.017 3.027
O -5.472 3.001 1.916
P -5.154 3.461 0.493
N -3.694 2.568 0.359
C -2.337 2.973 0.642
C -3.821 1.128 0.196
N -5.016 5.125 0.910
C -3.897 6.018 0.672
C -5.636 5.526 2.178
N -4.987 3.941 -1.222
C -6.053 3.314 -2.023
C -3.772 3.955 -2.015
H -1.672 2.670 -0.179
H -1.954 2.507 1.560
H -2.216 4.045 0.754
H -4.042 0.881 -0.850
H -4.629 0.732 0.818
H -2.912 0.594 0.477
H -3.046 5.802 1.326
H -4.183 7.054 0.871
H -3.575 6.033 -0.367
H -5.014 5.247 3.035
H -6.618 5.072 2.294
H -5.800 6.606 2.215
H -5.887 2.237 -2.142
H -6.129 3.768 -3.014
H -7.023 3.455 -1.533
H -3.441 2.946 -2.292
H -2.942 4.459 -1.526
H -3.947 4.506 -2.943
O -1.903 2.698 -5.318
P -0.554 2.236 -5.869
N 0.366 2.815 -4.540
C 1.030 4.086 -4.365
C 0.267 2.062 -3.298
N -0.620 3.242 -7.263
C 0.354 4.222 -7.707
C -1.948 3.742 -7.637
N 0.929 1.499 -6.547
C 0.820 0.030 -6.508
C 2.303 1.859 -6.256
H 2.050 3.931 -3.986
H 0.508 4.723 -3.639
H 1.127 4.658 -5.280
H 0.919 1.179 -3.334
H -0.757 1.723 -3.122
H 0.559 2.656 -2.430
H 0.354 5.121 -7.082
H 0.128 4.555 -8.724
H 1.362 3.821 -7.784
H -2.254 4.580 -7.002
H -2.697 2.955 -7.565
H -1.967 4.078 -8.676
H 0.907 -0.353 -5.485
H 1.586 -0.446 -7.126
H -0.151 -0.285 -6.906
H 2.625 1.520 -5.262
H 2.495 2.926 -6.326
H 2.961 1.389 -6.993
*
```

## Properties
Gap between HOMO and LUMO, eV: 6.39
E_HOMO, eV: -7.70
Max |F|, eV Å⁻¹: 7.4

C17H17N6O6RuS | ωB97M-V/def2-TZVPD

The geometry in ORCA input format:
```
! wB97M-V def2-TZVPD RIJCOSX def2/J DEFGRID3
* xyz 0 2
Ru 0.301 -0.208 -1.015
O -2.560 5.002 -2.677
C -2.023 3.795 -2.412
C -1.181 3.138 -3.309
C -0.671 1.917 -2.933
N -0.946 1.382 -1.750
C -1.829 1.954 -0.934
C -2.382 3.181 -1.211
C -2.200 1.039 0.213
O -3.104 1.322 0.975
O -1.471 -0.024 0.240
C 0.165 0.988 -3.781
O 0.319 1.184 -4.968
O 0.658 0.019 -3.084
H -2.270 5.310 -3.543
H -0.938 3.531 -4.288
H -3.092 3.625 -0.528
O 2.285 -0.347 -1.199
N 2.680 -1.212 -2.154
C 3.737 -0.885 -2.908
C 4.197 -1.766 -3.850
C 3.536 -2.985 -4.006
C 2.435 -3.279 -3.235
C 1.975 -2.357 -2.293
S 0.569 -2.532 -1.306
H 4.150 0.092 -2.710
H 5.042 -1.493 -4.463
H 3.874 -3.692 -4.751
H 1.883 -4.199 -3.358
C -2.220 -1.461 3.668
C -1.266 -0.990 4.762
C -1.542 0.458 5.155
C 0.196 -1.219 4.363
N 0.542 -0.593 3.091
C 0.565 -1.116 1.872
N 0.838 -0.145 1.034
N 0.981 0.979 1.754
N 0.812 0.721 2.992
H -3.252 -1.354 4.000
H -2.059 -2.514 3.419
H -2.118 -0.872 2.753
H -1.405 -1.622 5.646
H -1.299 1.145 4.344
H -0.962 0.752 6.033
H -2.599 0.585 5.387
H 0.388 -2.285 4.237
H 0.887 -0.828 5.109
H 0.374 -2.143 1.617
*
```

## Properties
Gap between HOMO and LUMO (alpha / beta), eV: 7.66 / 7.55
E_HOMO (alpha / beta), eV: -7.97 / -8.00
Energy above the lowest of the compared OMol25 structures with the same formula, charge and spin, kJ/mol: 163.3
Expectation value of S²: 0.758
Max |F|, eV Å⁻¹: 1.5

C28H68BrN5O11S | ωB97M-V/def2-TZVPD

The geometry in ORCA input format:
```
! wB97M-V def2-TZVPD RIJCOSX def2/J DEFGRID3
* xyz 0 1
C -1.409 -2.654 -3.274
C -0.997 -2.383 -1.807
Br 0.687 -1.391 -1.876
C -0.892 -3.738 -1.098
C -0.469 -3.719 0.371
C -1.460 -3.180 1.460
C -2.719 -2.465 0.932
C -3.864 -2.570 1.956
O -3.740 -2.954 3.046
O -5.092 -2.196 1.476
C -0.290 -5.258 0.685
O 0.951 -5.495 1.386
S 1.601 -4.097 1.816
O 2.956 -3.962 1.464
O 1.175 -3.652 3.077
O 0.831 -3.222 0.676
H -2.464 -2.941 -3.335
H -0.774 -3.423 -3.717
H -1.303 -1.721 -3.830
H -1.764 -1.721 -1.410
H -0.132 -4.312 -1.640
H -1.828 -4.285 -1.249
H -1.719 -3.945 2.190
H -0.903 -2.436 2.031
H -2.496 -1.396 0.872
H -3.117 -2.861 -0.007
H -5.122 -2.483 0.552
H -1.048 -5.709 1.336
H -0.281 -5.934 -0.177
C -1.394 3.838 -2.207
C -0.528 2.653 -1.795
C 0.931 3.034 -1.498
O 1.724 3.263 -2.648
C 1.600 4.558 -3.211
N -0.618 1.613 -2.826
H -1.202 4.156 -3.233
H -2.451 3.572 -2.150
H -1.233 4.694 -1.548
H -0.950 2.249 -0.869
H 1.401 2.190 -0.984
H 0.990 3.890 -0.813
H 1.447 5.323 -2.444
H 0.788 4.589 -3.941
H 2.528 4.781 -3.739
H -0.116 0.787 -2.503
H -0.074 1.932 -3.625
C 5.460 -4.998 3.652
C 6.911 -4.759 4.056
C 7.900 -4.871 2.886
O 8.191 -6.199 2.485
C 7.239 -6.779 1.612
N 7.257 -5.674 5.151
H 5.241 -6.054 3.492
H 4.792 -4.651 4.442
H 5.204 -4.455 2.741
H 6.977 -3.735 4.437
H 8.856 -4.451 3.212
H 7.572 -4.273 2.026
H 6.809 -6.042 0.929
H 6.446 -7.275 2.177
H 7.750 -7.540 1.021
H 8.192 -5.450 5.484
H 7.359 -6.603 4.749
C -2.142 9.715 -0.259
C -2.594 9.153 -1.604
C -3.664 8.055 -1.485
O -3.162 6.792 -1.089
C -2.978 6.629 0.306
N -1.417 8.685 -2.342
H -1.476 9.036 0.271
H -1.596 10.648 -0.406
H -2.998 9.930 0.385
H -3.041 9.980 -2.165
H -4.094 7.895 -2.478
H -4.491 8.368 -0.834
H -3.741 7.158 0.883
H -1.981 6.959 0.607
H -3.054 5.564 0.528
H -1.707 8.398 -3.275
H -1.114 7.817 -1.905
C 0.654 -6.392 7.599
C 0.697 -6.169 6.090
C 1.546 -7.207 5.336
O 2.945 -7.010 5.435
C 3.544 -7.522 6.611
N 1.152 -4.803 5.824
H 1.578 -6.085 8.089
H -0.152 -5.808 8.043
H 0.473 -7.443 7.837
H -0.330 -6.264 5.720
H 1.317 -7.116 4.269
H 1.279 -8.232 5.627
H 3.061 -8.445 6.945
H 3.528 -6.778 7.410
H 4.588 -7.740 6.383
H 1.091 -4.627 4.823
H 2.152 -4.778 6.013
C -2.767 6.396 -7.416
C -3.103 5.626 -6.142
C -4.549 5.108 -6.099
O -5.520 6.096 -5.801
C -5.936 6.877 -6.906
N -2.793 6.468 -4.983
H -3.193 7.399 -7.419
H -1.686 6.508 -7.514
H -3.127 5.867 -8.301
H -2.446 4.751 -6.110
H -4.619 4.378 -5.288
H -4.811 4.575 -7.023
H -5.959 6.296 -7.832
H -5.292 7.752 -7.027
H -6.945 7.235 -6.698
H -2.927 5.920 -4.134
H -3.517 7.181 -4.925
*
```

## Properties
Gap between HOMO and LUMO, eV: 8.64
E_HOMO, eV: -8.75
Energy above the lowest of the compared OMol25 structures with the same formula, charge and spin, kJ/mol: 0.0
Max |F|, eV Å⁻¹: 3.3

C26H44AsBrGaN4O3 | ωB97M-V/def2-TZVPD

The geometry in ORCA input format:
```
! wB97M-V def2-TZVPD RIJCOSX def2/J DEFGRID3
* xyz 3 1
Ga 0.775 -0.508 -0.084
C 7.277 0.418 -1.259
O 7.102 -0.260 -0.042
C 5.878 -0.476 0.343
C 5.870 -1.202 1.616
C 4.692 -1.558 2.254
C 3.456 -1.215 1.615
C 2.248 -1.302 2.242
C 2.164 -1.531 3.734
O 1.102 -1.071 1.720
C 3.505 -0.501 0.348
O 2.491 -0.174 -0.416
C 4.716 -0.071 -0.236
H 7.183 1.483 -1.156
H 6.551 0.014 -2.027
H 8.321 0.133 -1.595
H 6.809 -1.426 2.054
H 4.714 -2.136 3.140
H 3.114 -1.809 4.222
H 1.383 -2.286 3.889
H 1.949 -0.539 4.056
H 4.696 0.453 -1.176
N -2.526 4.581 -0.840
C -1.203 3.874 -0.873
C -1.236 2.597 -1.757
C 0.286 2.104 -1.880
N 0.416 0.637 -2.038
C 1.177 2.460 -0.654
C 0.280 2.441 0.649
N -0.342 1.156 0.817
C -0.690 3.628 0.582
H -2.910 4.686 -1.802
H -2.495 5.474 -0.400
H -3.223 3.947 -0.232
H -0.475 4.604 -1.306
H -1.577 2.902 -2.764
H -1.888 1.797 -1.371
H 0.615 2.590 -2.759
H 1.334 0.539 -2.373
H -0.166 0.169 -2.725
H 1.645 3.455 -0.710
H 1.998 1.684 -0.550
H 0.902 2.679 1.520
H -1.351 1.056 0.612
H -0.262 0.793 1.770
H -0.317 4.505 1.000
H -1.547 3.461 1.290
C -1.941 -1.920 -3.008
C -0.728 -2.719 -2.658
As -0.427 -2.568 -0.735
C -2.086 -2.818 0.228
C -2.741 -4.091 -0.175
C 0.880 -4.021 -0.336
C 0.390 -5.440 -0.307
H -1.991 -1.775 -4.121
H -2.029 -0.893 -2.561
H -2.861 -2.564 -2.766
H 0.210 -2.497 -3.167
H -0.878 -3.773 -2.896
H -2.801 -2.041 -0.038
H -1.967 -2.797 1.317
H -3.009 -4.152 -1.238
H -3.662 -4.036 0.426
H -2.116 -5.031 0.038
H 1.298 -3.757 0.628
H 1.539 -3.838 -1.175
H -0.220 -5.750 0.579
H 1.146 -6.221 -0.323
H -0.300 -5.583 -1.157
Br -3.857 4.926 2.945
C -4.616 3.444 1.990
C -5.354 2.542 2.750
C -5.948 1.522 2.087
C -5.760 1.351 0.729
C -5.058 2.319 0.030
N -4.483 3.394 0.655
H -5.398 2.813 3.805
H -6.460 0.791 2.698
H -6.339 0.504 0.335
H -4.872 2.426 -1.024
*
```

## Properties
Gap between HOMO and LUMO, eV: 8.34
E_HOMO, eV: -15.78
Energy above the lowest of the compared OMol25 structures with the same formula, charge and spin, kJ/mol: 45.2
Max |F|, eV Å⁻¹: 3.5

C5H16BIN2O6Si | ωB97M-V/def2-TZVPD

The geometry in ORCA input format:
```
! wB97M-V def2-TZVPD RIJCOSX def2/J DEFGRID3
* xyz 0 1
O 5.260 0.524 1.289
B 4.735 1.126 0.014
O 5.679 1.937 -0.782
Si 2.904 0.712 -0.433
C 1.594 1.426 0.812
C 0.175 1.825 0.066
C -0.465 0.420 -0.576
I -2.666 0.314 -0.224
H 5.394 -0.461 1.064
H 5.225 2.445 -1.516
H 2.573 1.018 -1.847
H 2.777 -0.762 -0.333
H 1.310 0.582 1.607
H 1.961 2.370 1.400
H 0.396 2.626 -0.758
H -0.625 2.300 0.796
H -0.285 0.478 -1.733
H -0.013 -0.527 -0.056
C -0.851 -3.078 -3.430
N 0.024 -2.085 -2.750
O 0.247 -1.025 -3.345
O 0.463 -2.399 -1.637
H -1.163 -2.672 -4.394
H -0.269 -3.992 -3.566
H -1.716 -3.250 -2.786
C -4.264 0.508 3.469
N -5.181 -0.599 3.087
O -5.772 -0.497 2.006
O -5.282 -1.540 3.883
H -4.274 1.263 2.680
H -4.628 0.928 4.409
H -3.264 0.084 3.584
*
```

## Properties
Gap between HOMO and LUMO, eV: 9.21
E_HOMO, eV: -9.47
Max |F|, eV Å⁻¹: 4.5

C5H9NO | ωB97M-V/def2-TZVPD

The geometry in ORCA input format:
```
! wB97M-V def2-TZVPD RIJCOSX def2/J DEFGRID3
* xyz 0 1
C -0.974 -1.471 1.727
O -0.627 -0.110 1.810
C -0.900 0.644 -0.578
C 0.364 0.924 -0.910
C 1.442 -0.110 -1.166
C 0.656 2.299 -1.216
N 0.817 3.388 -1.577
H -0.210 -2.117 2.172
H -1.161 -1.824 0.697
H -1.907 -1.575 2.283
H -1.617 1.423 -0.346
H -1.259 -0.376 -0.538
H 0.215 0.050 1.361
H 2.434 0.346 -1.194
H 1.459 -0.893 -0.397
H 1.266 -0.597 -2.128
*
```

## Properties
Gap between HOMO and LUMO, eV: 10.28
E_HOMO, eV: -9.73
Energy above the lowest of the compared OMol25 structures with the same formula, charge and spin, kJ/mol: 242.7
Max |F|, eV Å⁻¹: 1.1